# 1
17
Properties=species:S:1:pos:R:3:mulliken_charge:R:1 method="wB97M-V/def2-TZVPD" multiplicity=1 relative_energy_kj_mol=199.0 total_energy_ev=-7862.4912 smiles="C=CCNC.O" gap_ev=9.379
C -2.52 1.67 0.11 -0.8047
C -1.44 0.93 -0.08 -0.1217
C -1.16 -0.34 0.71 -0.5497
N 0.22 -0.77 0.63 -0.1912
C 0.42 -2.14 0.16 -0.8873
H -2.63 2.62 -0.38 0.2727
H -3.29 1.21 0.73 0.2479
H -0.58 1.28 -0.64 0.3247
H -1.56 -0.17 1.70 0.3544
H -1.82 -1.11 0.31 0.2659
H 0.74 -0.51 1.45 0.1907
H 0.26 -2.86 0.96 0.2911
H -0.28 -2.31 -0.64 0.3356
H 1.40 -2.27 -0.31 0.2704
O 3.30 0.82 -1.19 -0.6199
H 3.90 0.48 -1.87 0.3126
H 3.20 1.76 -1.39 0.3086

# 2
16
Properties=species:S:1:pos:R:3:mulliken_charge:R:1 method="wB97M-V/def2-TZVPD" multiplicity=1 relative_energy_kj_mol=97.3 charge=-2 total_energy_ev=-19675.0567 gap_ev=6.024
C 1.25 0.37 0.03 -0.2938
C 2.59 -0.47 0.32 -0.7527
S 4.23 0.48 0.37 -0.7898
N 0.04 -0.54 -0.07 -0.4446
C -1.05 0.23 -0.74 -0.5288
O -1.66 1.13 0.17 -0.5809
H 1.36 0.92 -0.92 0.2316
H 0.98 1.08 0.79 0.2411
H 2.65 -1.05 1.23 0.2602
H 2.62 -1.13 -0.56 0.1825
H 0.22 -1.35 -0.57 0.2264
H -0.56 0.60 -1.67 0.3843
H -1.86 -0.45 -1.03 0.3952
H -2.45 0.64 0.59 0.4635
H -4.43 -0.58 1.31 0.1320
O -3.93 0.12 0.76 -1.1262

# 3
18
Properties=species:S:1:pos:R:3:mulliken_charge:R:1 method="wB97M-V/def2-TZVPD" multiplicity=1 relative_energy_kj_mol=92.2 total_energy_ev=-26339.0756 smiles="CC1=CC(=S)[C@H](I)CC1" gap_ev=7.626
C 1.30 -0.04 1.56 -1.5459
C 0.01 0.12 0.76 0.9865
C -0.63 1.29 0.86 -0.4002
C -1.62 1.66 -0.04 -0.0330
S -2.44 3.09 0.19 -0.2416
C -2.10 0.63 -1.13 -0.7951
I -3.51 -0.64 -0.03 0.0649
C -0.86 -0.02 -1.61 -0.8265
C -0.08 -0.74 -0.48 -0.5342
H 1.20 -0.97 2.18 0.2986
H 1.55 0.77 2.09 0.4789
H 2.20 -0.09 0.90 0.3173
H -0.39 2.02 1.65 0.3242
H -2.82 1.23 -1.72 0.5829
H -0.08 0.69 -2.01 0.3519
H -1.13 -0.61 -2.40 0.3687
H 0.99 -0.92 -0.98 0.2582
H -0.60 -1.64 -0.16 0.3443

# 4
13
Properties=species:S:1:pos:R:3:mulliken_charge:R:1 method="wB97M-V/def2-TZVPD" multiplicity=1 relative_energy_kj_mol=45.1 total_energy_ev=-7335.5832 smiles="O=CO.CC" gap_ev=11.810
O -0.73 2.30 1.05 -0.4821
C -1.06 2.35 -0.11 0.1630
O -1.94 1.53 -0.65 -0.3981
H -0.56 3.06 -0.76 0.3868
H -2.19 0.92 0.05 0.3248
C 0.23 -1.54 -0.40 -0.7141
C 1.35 -1.03 0.54 -0.7958
H 0.24 -0.84 -1.24 0.2275
H -0.75 -1.44 0.08 0.1622
H 0.39 -2.55 -0.74 0.3374
H 1.33 0.05 0.65 0.2321
H 1.41 -1.51 1.51 0.2860
H 2.28 -1.28 0.03 0.2704

Lowest unoccupied orbital energy for the records above, in order: 0.92; 5.94; -0.90; 0.85 eV
Highest occupied orbital energy for the records above, in order: -8.459; -0.084; -8.523; -10.960 eV